[1]
# C3H13N2OS2

A cluster of 4 separate species, C3H13N2OS2 in total (ωB97M-V/def2-TZVPD, the OMol25 dataset).

Net charge = +1
Energy relative to the best compared isomer or geometry (same formula, charge and spin) = 5.691 eV
HOMO energy = -13.37 eV

The geometry in XYZ format:
```
21
Properties=species:S:1:pos:R:3:forces:R:3
S -0.98241 0.69833 -0.57428 1.9280 -0.6540 -1.9856
S 0.64400 0.72358 -1.79316 -2.2324 0.4468 1.1241
O -0.56380 1.16565 2.50760 0.3925 -0.3029 0.6634
N -2.70196 2.45502 -2.69130 -0.3438 0.7453 -0.1130
N -0.32033 -2.17816 0.14863 0.8853 0.2119 -0.8628
C 1.12819 -2.09740 0.10799 -0.7397 0.0926 0.7369
C 1.52959 -1.27881 1.30083 1.0112 -0.4392 -0.9251
C 2.53657 -0.40606 1.39495 -0.8452 0.1715 1.4034
H -2.50647 1.88612 -3.49353 0.0800 -0.4096 -0.0737
H 1.49839 -3.12927 0.22340 0.1213 0.1364 -0.1580
H -0.74014 1.16222 1.56601 -0.4068 0.5091 0.3219
H 1.00185 -1.56482 2.20184 0.0084 0.1124 0.0991
H 1.55930 -1.72750 -0.84174 -0.1154 0.1604 -0.0627
H 3.19781 0.10091 0.70774 -0.1368 -0.5610 -0.5840
H -2.34540 2.10190 -1.82528 0.2480 -0.1596 0.2711
H 0.93879 2.03099 -1.56230 0.3703 -0.3198 0.1625
H -3.69959 2.59595 -2.59584 0.0026 -0.0447 -0.0939
H -1.33787 1.42895 3.02719 0.0897 -0.0397 -0.5798
H -0.77287 -2.58678 -0.66229 -0.0302 -0.0654 0.1319
H 2.65225 -0.08593 2.42160 0.3292 0.4110 0.0128
H -0.71589 -1.29491 0.43197 -0.6161 -0.0014 0.5116
```
Positions in Å, forces in eV/Å.


[2]
# C3H13N2Si

A structure of composition C3H13N2Si (ωB97M-V/def2-TZVPD, the OMol25 dataset).

Net charge = +1
Energy relative to the best compared isomer or geometry (same formula, charge and spin) = 3.583 eV
HOMO energy = -12.42 eV

The geometry in XYZ format:
```
19
Properties=species:S:1:pos:R:3:forces:R:3
Si -2.43804 -0.71654 0.08420 1.4930 1.8841 0.7365
N 3.82413 1.92496 -0.18788 -1.1228 0.9730 1.3148
N 1.67017 1.08215 0.37919 0.1307 -0.1999 0.8198
C -3.23228 1.03981 0.18073 0.7803 -2.0570 1.0443
C -0.92642 -1.29607 1.11650 -3.5774 1.3202 1.3802
C 2.86185 0.95226 -0.04862 0.4006 -1.0346 -1.4736
H 3.67436 2.73511 0.41460 -0.2341 -0.1200 -0.3969
H -0.11778 -0.62851 0.99705 1.5495 0.5390 -1.0132
H -0.85518 -2.33844 1.09630 0.8653 -1.5331 -0.6991
H -4.22558 0.78526 0.48292 -1.2916 -0.2819 -0.2055
H 1.61343 1.94691 0.90250 -0.4207 0.5784 -0.0710
H -3.26933 1.63379 -0.69400 0.0045 0.1673 -1.2502
H 3.08128 -0.02647 -0.52477 0.2811 0.7156 0.2025
H -2.95640 -1.56687 -0.98976 -0.1273 -0.1243 0.1172
H 4.80156 1.77275 -0.21475 0.7535 -1.0223 -0.3458
H -1.11621 -1.11194 2.20858 -0.4430 0.0993 -0.6669
H -2.95732 1.68027 0.99494 0.9624 0.0906 0.5021
H 0.42722 -4.21148 -2.86674 -0.4414 0.8486 -0.6993
H 0.14055 -3.65695 -3.33099 0.4376 -0.8431 0.7041
```
Positions in Å, forces in eV/Å.


> What is the net charge in the first record?

+1